Entry 1:
Molecular formula: C5H8
Method: DFT, ωB97M-V/def2-TZVPD

The geometry in XYZ format:
```
13
Properties=species:S:1:pos:R:3:forces:R:3
C -0.720910 0.160829 0.799767 0.549 0.321 2.011
C -1.035312 -0.661092 -0.456033 -0.064 1.605 -0.496
C 0.238363 -0.432564 -1.216089 1.230 -0.661 -0.470
C 1.287006 -0.014877 -0.474456 -0.798 0.848 -1.510
C 0.817456 0.673011 0.762381 -1.352 -1.363 0.699
H -0.869651 -0.492132 1.673125 0.278 0.256 -0.065
H -1.365302 1.021287 1.021427 -0.078 -0.249 -0.553
H -1.274180 -1.715090 -0.260018 0.331 0.244 -0.031
H -1.891997 -0.246669 -1.013748 0.176 -0.148 0.194
H 0.287548 -0.558394 -2.300309 0.200 -0.578 0.324
H 2.292922 0.128463 -0.877868 -0.340 -0.046 0.065
H 1.345991 0.368422 1.677100 -0.102 0.195 -0.153
H 0.888064 1.768808 0.664724 -0.031 -0.422 -0.016
```
Forces are in eV/Å.

Properties
**Largest force on an atom**: 2.109 eV/Å
**ΔE to the lowest compared entry with this formula, charge and spin**: 0.560 eV
**HOMO-LUMO gap**: 10.07 eV
**SMILES**: C1=CCCC1
**Highest occupied orbital energy**: -0.327 hartree

---

Entry 2:
Molecular formula: C5H8
Method: DFT, ωB97M-V/def2-TZVPD

The geometry in XYZ format:
```
13
Properties=species:S:1:pos:R:3:forces:R:3
C -0.116154 1.073509 0.283866 -0.019 0.088 0.017
C 0.692850 0.005003 1.042094 -0.006 0.022 0.078
C 0.197843 -1.272333 0.410059 -0.117 -0.022 -0.110
C -0.306905 -1.051196 -0.801810 -0.089 -0.048 0.199
C -0.455742 0.427158 -1.083087 -0.021 0.040 -0.024
H 0.411808 2.027009 0.189365 -0.077 -0.136 -0.006
H -1.045693 1.260784 0.834046 0.126 0.001 -0.107
H 1.771270 0.111388 0.847287 -0.170 -0.028 0.077
H 0.563608 0.033172 2.128851 -0.060 0.088 -0.149
H 0.221684 -2.225838 0.925503 0.333 -0.053 -0.258
H -0.629746 -1.820199 -1.499240 -0.076 0.120 0.183
H 0.185586 0.795924 -1.895382 -0.007 -0.154 0.129
H -1.490410 0.635619 -1.381551 0.183 0.081 -0.028
```
Forces are in eV/Å.

Properties
**Largest force on an atom**: 0.425 eV/Å
**ΔE to the lowest compared entry with this formula, charge and spin**: 0.088 eV
**HOMO-LUMO gap**: 10.28 eV
**SMILES**: C1=CCCC1
**Highest occupied orbital energy**: -0.332 hartree

---

Entry 3:
Molecular formula: C5H8
Method: DFT, ωB97M-V/def2-TZVPD

The geometry in XYZ format:
```
13
Properties=species:S:1:pos:R:3:forces:R:3
C 1.250482 -0.072291 0.461553 0.253 0.044 0.100
C 1.222702 1.429169 0.628020 0.115 0.335 0.092
C 0.045087 0.752633 0.094171 -0.157 -0.322 -0.101
C -1.121389 0.476385 -0.380509 0.308 -0.377 0.076
C -2.071109 -0.313915 -0.824619 -0.200 0.415 -0.029
H 0.073585 -1.698223 -0.158232 -0.105 -0.688 -0.113
H 1.209231 -0.686574 1.359901 -0.020 0.205 -0.157
H 1.866870 -0.487528 -0.334360 -0.142 0.167 0.130
H 1.841074 2.004200 -0.054099 -0.138 0.064 0.072
H 1.183796 1.802647 1.646456 -0.054 0.094 -0.128
H -0.613498 -1.803838 -0.426402 0.345 -0.518 0.071
H -2.760365 -0.802341 -0.139731 -0.080 0.301 -0.091
H -2.126465 -0.600323 -1.872149 -0.124 0.279 0.078
```
Forces are in eV/Å.

Properties
**Largest force on an atom**: 0.705 eV/Å
**ΔE to the lowest compared entry with this formula, charge and spin**: 4.156 eV
**HOMO-LUMO gap**: 10.29 eV
**SMILES**: C=C=C1CC1.[H][H]
**Highest occupied orbital energy**: -0.335 hartree

---

Entry 4:
Molecular formula: C5H8
Method: DFT, ωB97M-V/def2-TZVPD

The geometry in XYZ format:
```
13
Properties=species:S:1:pos:R:3:forces:R:3
C 0.832274 1.089849 -0.799200 1.485 0.582 -1.848
C -0.478505 -1.053059 -1.254585 0.165 0.068 0.100
C -0.049184 0.058090 -0.319678 -0.574 1.711 0.433
C -0.026944 0.020711 2.273037 0.322 -0.020 -0.137
C 0.289676 -0.284317 1.037238 -0.679 -1.372 1.685
H -0.840904 -0.636477 -2.195418 -0.111 -0.038 0.092
H 1.055952 1.979306 -0.231236 -0.077 -0.135 0.207
H 1.213442 1.038537 -1.808141 0.176 0.096 -0.113
H -0.828163 0.846868 -0.109346 -0.803 -1.004 -0.099
H 0.373315 -1.693911 -1.480890 0.067 0.004 0.022
H -1.238133 -1.673551 -0.780768 -0.078 0.064 -0.120
H -0.515346 0.951488 2.570801 -0.141 -0.024 -0.191
H 0.212519 -0.643535 3.098186 0.249 0.067 -0.030
```
Forces are in eV/Å.

Properties
**Largest force on an atom**: 2.441 eV/Å
**ΔE to the lowest compared entry with this formula, charge and spin**: 4.645 eV
**HOMO-LUMO gap (spin up / spin down)**: 7.98 / 8.54 eV
**Highest occupied orbital energy (spin up / spin down)**: -0.290 / -0.297 hartree

---

How do the records compare in total energy? In the order shown, they have -5313.60641; -5314.07924; -5310.01083; -5309.52193 eV.